Entry from the OMol25 dataset: C25H26FOSi as an isolated structure at a distorted geometry (wB97M-V/def2-TZVPD).

Summary:
Orbital gap ... 0.2164 Ha
Total energy ... -38982.3505 eV
Total charge ... +1
Maximum force ... 4.80 eV/Å

Atoms and positions in Å:
F (-3.47356, 0.66113, 1.24072)
C (-2.31198, 1.39819, 1.18926)
C (-2.40721, 2.78120, 1.07814)
C (-1.21082, 3.50742, 1.02424)
C (0.01489, 2.86055, 1.15505)
C (0.09274, 1.47602, 1.39456)
C (1.42020, 0.91335, 1.78573)
C (1.53148, -0.56569, 1.98857)
C (2.71401, -1.22149, 1.59514)
C (2.83199, -2.60778, 1.70623)
C (1.77416, -3.36396, 2.22884)
C (0.63732, -2.71415, 2.71778)
C (0.55530, -1.31735, 2.66979)
C (-1.09606, 0.72497, 1.27269)
H (-3.37699, 3.26834, 1.02988)
H (-1.23107, 4.58919, 0.88852)
H (0.93811, 3.44044, 1.12344)
H (2.17403, 1.23441, 1.05305)
H (3.53270, -0.62335, 1.18946)
H (3.74753, -3.09753, 1.37028)
H (1.84229, -4.45213, 2.26772)
H (-0.19492, -3.28627, 3.13562)
H (-0.28568, -0.80867, 3.14652)
H (-1.09547, -0.36323, 1.29590)
C (0.18342, 0.94583, 7.80514)
Si (1.64475, 1.12033, 6.67181)
C (3.16292, 1.77270, 7.53224)
C (2.02306, -0.40498, 5.67089)
O (1.10585, 2.29544, 5.56171)
C (1.81976, 2.93313, 4.60442)
C (2.21584, 2.44830, 3.38303)
C (3.16465, 3.40159, 2.74746)
C (3.18646, 4.57325, 3.72979)
C (3.90954, 5.75606, 3.67919)
C (3.83744, 6.64108, 4.76911)
C (3.02561, 6.34021, 5.87883)
C (2.26256, 5.17033, 5.90534)
C (2.36663, 4.29170, 4.81937)
H (0.32873, 0.10887, 8.50097)
H (0.03769, 1.86143, 8.39373)
H (-0.73513, 0.76389, 7.23161)
H (3.62346, 0.96072, 8.11379)
H (3.90972, 2.14604, 6.81868)
H (2.91308, 2.59070, 8.22084)
H (2.37084, -1.20861, 6.33484)
H (1.14142, -0.77051, 5.12869)
H (2.81122, -0.21838, 4.92798)
H (1.87110, 1.44674, 2.96062)
H (4.18259, 2.99103, 2.61571)
H (2.84167, 3.73647, 1.75016)
H (4.52409, 5.98362, 2.80769)
H (4.41850, 7.56352, 4.75453)
H (2.99679, 7.03052, 6.72341)
H (1.60245, 4.92242, 6.73597)